ORCA calculation (ωB97M-V/def2-TZVPD) on C21H14BiF9O7P3Te4 as an isolated structure in a non-equilibrium geometry.

Element x y z (Å)
Bi  0.364  -0.992  0.199
Te  2.978  -1.554  -0.917
Te  3.973  -3.600  0.580
Te  1.740  -4.707  1.733
Te  -0.303  -3.703  0.265
O  -3.905  0.545  -0.211
P  -2.641  1.066  -1.041
O  -2.856  2.409  -1.599
O  -1.378  0.755  -0.270
O  -2.602  -0.062  -2.298
P  -1.917  -1.442  -1.883
O  -2.266  -2.420  -3.093
O  -0.382  -1.242  -1.882
O  -2.476  -1.999  -0.620
H  -3.743  -0.390  0.007
H  -2.002  -2.042  -3.938
F  0.903  8.911  -2.042
C  0.016  8.467  -1.129
F  -1.206  8.698  -1.630
F  0.156  9.268  -0.053
C  0.244  7.026  -0.787
C  -0.710  6.067  -1.069
C  -0.461  4.736  -0.747
C  0.745  4.375  -0.156
C  1.700  5.354  0.125
C  1.452  6.676  -0.187
P  0.977  2.575  0.168
C  1.732  2.538  1.838
C  1.243  3.393  2.827
C  1.600  3.224  4.157
C  2.444  2.185  4.516
C  2.940  1.322  3.549
C  2.584  1.496  2.222
C  2.832  1.966  5.946
F  2.600  0.702  6.342
F  4.146  2.189  6.152
F  2.168  2.771  6.791
C  2.427  2.282  -0.939
C  3.768  2.480  -0.612
C  4.762  2.207  -1.534
C  4.423  1.747  -2.800
C  3.096  1.555  -3.148
C  2.103  1.814  -2.213
C  5.523  1.427  -3.767
F  6.453  2.404  -3.807
F  5.077  1.264  -5.022
F  6.177  0.300  -3.435
H  -1.647  6.350  -1.528
H  -1.209  3.973  -0.950
H  2.639  5.080  0.591
H  2.188  7.441  0.029
H  0.569  4.196  2.555
H  1.213  3.893  4.913
H  3.600  0.511  3.832
H  2.985  0.816  1.476
H  4.042  2.845  0.371
H  5.804  2.348  -1.274
H  2.840  1.195  -4.135
H  1.061  1.638  -2.463

Total energy = -4545.434994 a.u.
HOMO-LUMO gap = 6.168 eV
Net charge = -1
Spin multiplicity = 1
LUMO level = 1.248 eV

---

ORCA calculation (ωB97M-V/def2-TZVPD) on an isolated molecule of C3H3ClF2 in a non-equilibrium geometry.

Element x y z (Å)
C  -0.364  -0.788  -0.358
C  -0.609  0.567  0.310
C  0.717  0.111  0.166
H  -0.606  -1.835  0.113
H  -1.035  1.545  0.007
H  -0.940  0.417  1.455
F  -0.404  -0.684  -1.694
F  1.542  -0.242  1.054
Cl  1.698  0.909  -1.053

SMILES = F[C@@H]1C[C@]1(F)Cl
Total energy = -775.947231 a.u.
HOMO-LUMO gap = 11.224 eV
Energy relative to the best compared isomer or geometry (same formula, charge and spin) = 45.12 kcal per mole
Spin multiplicity = 1
LUMO level = 0.880 eV

---

ORCA calculation (ωB97M-V/def2-TZVPD) on C4H7IrO2 as an isolated structure in a non-equilibrium geometry.

Element x y z (Å)
O  -3.167  0.179  0.778
C  -2.576  0.454  -0.425
C  -1.494  -0.588  -0.783
C  -0.462  -0.706  0.343
C  0.880  -0.234  -0.015
O  1.845  -0.241  0.749
Ir  3.619  0.709  0.522
H  -0.754  -0.097  1.220
H  -2.065  1.454  -0.437
H  -3.299  0.452  -1.280
H  -1.050  -0.356  -1.766
H  -1.994  -1.563  -0.903
H  -0.589  -1.720  0.859
H  0.970  0.313  -0.977

Total energy = -411.126446 a.u.
HOMO-LUMO gap (alpha / beta) = 6.446 / 5.066 eV
Spin multiplicity = 5
LUMO level (alpha / beta) = -0.305 / -2.331 eV

---

ORCA calculation (ωB97M-V/def2-TZVPD) on an isolated molecule of C21H20N4O3 in a non-equilibrium geometry.

Element x y z (Å)
O  0.506  2.548  2.694
O  1.770  -0.928  0.258
O  -2.709  1.770  1.117
C  0.704  1.412  2.415
C  1.290  -0.216  1.174
C  -2.223  0.748  1.442
C  5.699  2.576  1.083
C  -1.223  -2.109  -5.313
C  5.001  2.956  2.158
C  5.177  1.773  0.108
C  -1.959  -2.920  -4.381
C  -1.068  -0.792  -4.982
C  3.781  2.387  2.346
C  3.960  1.157  0.370
C  -2.498  -2.379  -3.196
C  -1.684  -0.286  -3.863
C  3.111  1.479  1.483
C  -2.355  -1.025  -2.921
N  1.828  0.964  1.758
N  -0.205  0.473  2.639
N  0.109  -0.585  1.776
N  -1.919  -0.224  0.532
C  -2.836  -0.549  -1.543
C  -1.687  0.132  -0.870
C  -1.679  0.572  2.902
C  -0.995  -1.233  1.097
C  -2.146  -0.909  3.341
C  -1.722  -1.870  2.262
H  6.668  3.111  0.821
H  -0.607  -2.432  -6.169
H  5.424  3.789  2.827
H  5.687  1.571  -0.843
H  -2.029  -3.981  -4.518
H  -0.621  -0.062  -5.699
H  3.300  2.753  3.175
H  3.458  0.598  -0.515
H  -2.996  -2.970  -2.451
H  -1.544  0.795  -3.702
H  -3.669  0.132  -1.633
H  -3.176  -1.434  -1.011
H  -0.735  -0.284  -1.269
H  -1.670  1.196  -1.110
H  -2.003  1.348  3.583
H  -0.758  -1.914  0.383
H  -1.807  -1.281  4.353
H  -3.216  -0.850  3.326
H  -2.565  -2.352  1.816
H  -1.170  -2.654  2.752

SMILES = O=C1[C@H]2CC[C@@H](N1CCc1ccccc1)n1c(=O)n(-c3ccccc3)c(=O)n12
Total energy = -1256.909616 a.u.
HOMO-LUMO gap = 9.438 eV
Energy relative to the best compared isomer or geometry (same formula, charge and spin) = 94.65 kcal per mole
Spin multiplicity = 1
LUMO level = 0.601 eV

---

ORCA calculation (ωB97M-V/def2-TZVPD) on C11H14Cl5N2O9P2V as an isolated structure in a non-equilibrium geometry.

Element x y z (Å)
V  0.788  -0.722  -0.042
N  0.164  -2.746  -0.854
C  1.270  -3.718  -0.906
C  1.880  -3.971  0.472
C  2.542  -2.714  1.041
O  3.569  -2.675  1.634
O  1.797  -1.644  0.764
H  -0.607  -3.146  -0.310
H  -0.189  -2.587  -1.802
H  2.042  -3.336  -1.590
H  0.904  -4.680  -1.295
H  2.641  -4.754  0.427
H  1.113  -4.305  1.179
N  1.563  2.234  -2.668
C  0.518  2.351  -1.605
C  -0.131  3.713  -1.685
P  -0.645  0.924  -1.928
O  -0.798  1.121  -3.505
O  -1.911  0.788  -1.213
O  0.283  -0.312  -1.753
P  1.448  2.033  -0.012
O  2.638  3.056  -0.275
O  0.778  2.134  1.278
O  2.031  0.622  -0.289
H  1.145  2.386  -3.600
H  1.972  1.287  -2.642
H  2.313  2.919  -2.482
H  -0.776  3.787  -2.563
H  0.622  4.501  -1.726
H  -0.741  3.894  -0.803
H  -1.710  1.014  -3.784
H  3.003  3.444  0.525
Cl  -4.718  -0.156  4.731
C  -3.466  -0.109  3.602
C  -2.624  -1.232  3.434
Cl  -2.843  -2.629  4.386
C  -1.626  -1.173  2.480
Cl  -0.582  -2.479  2.204
C  -1.414  -0.041  1.637
O  -0.503  -0.153  0.730
C  -2.242  1.096  1.860
Cl  -2.004  2.527  1.022
C  -3.249  1.047  2.832
Cl  -4.246  2.403  3.093

Total energy = -5141.564672 a.u.
HOMO-LUMO gap = 5.794 eV
Net charge = +2
Spin multiplicity = 1
LUMO level = -8.867 eV

---

ORCA calculation (ωB97M-V/def2-TZVPD) on an isolated molecule of C29H34ClNO4.

Element x y z (Å)
C  -4.455  -1.825  -1.564
H  -5.454  -1.594  -1.198
O  -3.631  -1.860  -0.425
C  -2.302  -2.100  -0.597
C  -1.691  -2.371  -1.807
C  -0.325  -2.614  -1.870
C  0.449  -2.583  -0.726
C  -0.161  -2.320  0.499
C  -1.520  -2.082  0.580
O  -2.205  -1.833  1.730
C  -1.491  -1.845  2.941
H  -1.020  -2.816  3.124
H  -0.722  -1.065  2.964
H  -2.227  -1.649  3.719
H  0.454  -2.322  1.384
C  1.934  -2.838  -0.777
N  2.756  -1.694  -0.391
C  3.231  -1.663  0.869
O  2.901  -2.474  1.717
C  4.251  -0.587  1.230
H  3.916  0.426  1.008
H  4.479  -0.687  2.291
Cl  5.773  -0.864  0.337
C  2.982  -0.686  -1.402
H  3.788  -0.021  -1.099
C  1.722  0.137  -1.706
H  0.950  -0.531  -2.082
H  1.975  0.848  -2.492
C  1.184  0.865  -0.466
C  1.812  2.224  -0.257
C  1.801  3.182  -1.264
C  2.363  4.429  -1.060
C  2.940  4.744  0.158
C  2.932  3.809  1.178
C  2.367  2.562  0.971
H  2.347  1.848  1.784
H  3.365  4.049  2.138
H  3.384  5.716  0.315
H  2.349  5.160  -1.856
H  1.336  2.959  -2.212
C  -0.321  1.038  -0.486
C  -0.997  1.118  0.722
C  -2.371  1.245  0.788
C  -3.119  1.296  -0.382
C  -2.438  1.261  -1.602
C  -1.066  1.137  -1.653
H  -0.582  1.110  -2.617
H  -3.017  1.332  -2.510
O  -4.470  1.370  -0.492
C  -5.344  1.464  0.628
C  -5.220  0.304  1.625
H  -6.210  -0.051  1.903
H  -4.711  0.610  2.536
H  -4.667  -0.520  1.182
C  -5.255  2.834  1.304
H  -6.029  2.914  2.062
H  -4.286  2.982  1.773
H  -5.401  3.621  0.567
H  -6.323  1.397  0.134
H  -2.839  1.281  1.756
H  -0.434  1.075  1.645
H  1.411  0.246  0.409
H  3.300  -1.192  -2.321
H  2.227  -3.134  -1.788
H  2.182  -3.644  -0.080
H  0.125  -2.835  -2.827
H  -2.267  -2.398  -2.717
H  -4.139  -1.043  -2.260
H  -4.472  -2.792  -2.078

SMILES = COc1ccc(CN(CC[C@@H](c2ccccc2)c2ccc(OC(C)C)cc2)C(=O)CCl)cc1OC
Total energy = -1941.375457 a.u.
HOMO-LUMO gap = 8.612 eV
Energy relative to the best compared isomer or geometry (same formula, charge and spin) = 0.00 kcal per mole
Spin multiplicity = 1
LUMO level = 0.680 eV

---

ORCA calculation (ωB97M-V/def2-TZVPD) on C60H70O3P2SbTeTi as an isolated structure in a non-equilibrium geometry.

Element x y z (Å)
Ti  -0.174  0.186  0.058
O  -0.464  0.092  2.487
C  -0.356  1.480  2.873
C  0.207  2.166  1.618
O  -0.004  3.328  1.347
O  0.842  1.362  0.834
C  -1.723  2.101  3.078
C  -1.840  3.364  3.641
C  -3.084  3.965  3.734
C  -4.218  3.302  3.294
C  -4.104  2.046  2.723
C  -2.856  1.453  2.593
C  0.576  1.644  4.060
C  1.504  2.677  4.120
C  2.339  2.797  5.219
C  2.267  1.882  6.256
C  1.334  0.860  6.206
C  0.485  0.748  5.119
H  -0.590  -0.409  3.314
H  -0.964  3.874  4.009
H  -3.163  4.950  4.167
H  -5.188  3.761  3.407
H  -4.987  1.512  2.399
H  -2.781  0.447  2.180
H  1.564  3.394  3.316
H  3.044  3.614  5.271
H  2.922  1.973  7.109
H  1.252  0.159  7.022
H  -0.271  -0.027  5.123
C  0.076  -1.687  -2.140
C  -1.451  -1.788  -2.258
P  -2.215  -1.304  -0.624
C  -2.491  -2.877  0.279
C  -3.225  -3.906  -0.303
C  -3.569  -5.018  0.442
C  -3.202  -5.105  1.776
C  -2.482  -4.077  2.365
C  -2.121  -2.969  1.618
C  -3.995  -1.078  -1.001
C  -4.795  -0.786  0.106
C  -6.161  -0.651  -0.030
C  -6.748  -0.825  -1.274
C  -5.963  -1.139  -2.370
C  -4.589  -1.265  -2.243
P  0.389  -2.417  -0.439
C  0.053  -4.191  -0.810
C  -0.028  -5.027  0.300
C  -0.224  -6.384  0.140
C  -0.313  -6.929  -1.131
C  -0.169  -6.114  -2.239
C  0.010  -4.749  -2.084
C  2.087  -2.732  0.173
C  2.336  -2.139  1.413
C  3.385  -2.586  2.199
C  4.188  -3.625  1.752
C  3.952  -4.205  0.514
C  2.893  -3.782  -0.267
H  0.372  -0.614  -2.117
H  0.600  -2.171  -2.971
H  -1.752  -2.812  -2.504
H  -1.816  -1.113  -3.043
H  -3.543  -3.836  -1.334
H  -4.140  -5.813  -0.009
H  -3.481  -5.969  2.360
H  -2.207  -4.142  3.408
H  -1.544  -2.160  2.062
H  -4.333  -0.686  1.081
H  -6.772  -0.428  0.830
H  -7.814  -0.724  -1.385
H  -6.420  -1.299  -3.334
H  -4.000  -1.524  -3.111
H  0.071  -4.599  1.289
H  -0.290  -7.022  1.005
H  -0.477  -7.986  -1.259
H  -0.176  -6.536  -3.233
H  0.139  -4.150  -2.973
H  1.673  -1.336  1.755
H  3.568  -2.148  3.168
H  4.990  -3.993  2.372
H  4.580  -5.007  0.161
H  2.692  -4.277  -1.206
C  3.606  -1.644  -2.934
C  4.467  -0.709  -2.097
C  5.310  -1.508  -1.112
C  5.381  0.097  -2.993
Sb  2.967  0.629  -0.972
C  4.087  1.672  0.740
C  5.585  1.635  0.497
C  3.628  3.108  0.925
C  3.743  0.866  1.984
C  2.521  2.261  -2.510
C  3.686  3.208  -2.727
C  2.115  1.603  -3.825
C  1.325  3.014  -1.949
H  4.249  -2.311  -3.509
H  2.987  -1.088  -3.636
H  2.973  -2.257  -2.295
H  5.649  -2.431  -1.584
H  4.765  -1.776  -0.209
H  6.203  -0.953  -0.840
H  6.107  -0.576  -3.449
H  5.933  0.840  -2.425
H  4.841  0.586  -3.798
H  5.857  2.132  -0.432
H  5.951  0.612  0.486
H  6.089  2.156  1.312
H  4.053  3.490  1.854
H  2.547  3.187  1.000
H  3.981  3.755  0.127
H  4.210  1.314  2.862
H  4.107  -0.155  1.894
H  2.666  0.851  2.158
H  4.565  2.691  -3.098
H  3.943  3.729  -1.810
H  3.401  3.958  -3.465
H  2.950  1.091  -4.295
H  1.772  2.367  -4.524
H  1.300  0.883  -3.689
H  1.533  3.479  -0.987
H  0.475  2.322  -1.819
H  1.037  3.806  -2.640
C  -2.085  3.177  -2.454
Te  -2.023  2.474  -0.373
C  -4.099  2.134  -0.937
C  -4.428  3.365  -1.719
C  -5.674  3.965  -1.707
C  -5.903  5.084  -2.493
C  -4.894  5.588  -3.294
C  -3.644  4.989  -3.307
C  -3.408  3.879  -2.516
H  -2.063  2.316  -3.133
H  -1.266  3.850  -2.693
H  -4.740  2.009  -0.070
H  -4.189  1.261  -1.583
H  -6.459  3.565  -1.083
H  -6.869  5.561  -2.470
H  -5.075  6.455  -3.907
H  -2.857  5.393  -3.925

Total energy = -4593.981394 a.u.
HOMO-LUMO gap (alpha / beta) = 6.843 / 6.996 eV
Energy relative to the best compared isomer or geometry (same formula, charge and spin) = 78.01 kcal per mole
Net charge = +2
Spin multiplicity = 2
LUMO level (alpha / beta) = -5.600 / -5.516 eV

---

ORCA calculation (ωB97M-V/def2-TZVPD) on C23H44AlBrINO7P as an isolated structure in a non-equilibrium geometry.

Element x y z (Å)
C  5.699  5.335  0.544
C  5.012  3.873  0.824
C  6.146  2.837  1.333
C  5.459  1.384  1.539
C  6.287  0.198  0.797
C  6.151  0.315  -0.826
C  4.684  -0.255  -1.281
C  4.823  -1.474  -2.315
C  3.502  -1.797  -3.167
C  2.413  -2.705  -2.347
C  1.533  -1.679  -1.469
Al  -0.065  -2.563  -0.503
C  0.766  -4.173  0.447
C  0.135  -4.498  1.903
O  0.716  -3.706  2.972
O  -1.585  -2.790  -1.568
C  -2.151  -1.460  -1.482
Br  -1.628  -0.389  -3.098
I  -4.327  -1.733  -1.692
C  -1.941  -0.758  0.000
C  -2.245  0.820  -0.145
C  -2.568  1.560  1.246
C  -3.921  2.430  1.256
P  -5.521  1.446  1.111
O  -6.549  2.102  2.055
O  -5.971  1.463  -0.539
C  -7.153  2.274  -0.779
C  -7.223  2.761  -2.335
O  -5.388  -0.186  1.571
C  -6.645  -0.904  1.348
C  -6.417  -2.511  1.222
O  -2.855  -1.564  0.829
C  -2.260  -1.812  2.108
N  -2.001  -1.829  3.288
O  -0.653  -1.119  0.580
H  5.575  5.534  -0.585
H  5.124  6.087  1.192
H  6.806  5.238  0.834
H  4.575  3.437  -0.146
H  4.176  3.991  1.593
H  7.019  2.751  0.589
H  6.508  3.223  2.352
H  4.361  1.396  1.188
H  5.485  1.159  2.665
H  7.395  0.185  1.135
H  5.843  -0.796  1.162
H  6.174  1.442  -1.047
H  6.979  -0.255  -1.369
H  4.104  0.601  -1.776
H  4.171  -0.551  -0.286
H  5.115  -2.407  -1.709
H  5.640  -1.172  -3.076
H  3.744  -2.385  -4.133
H  2.916  -0.854  -3.494
H  2.905  -3.536  -1.737
H  1.708  -3.197  -3.123
H  2.129  -1.142  -0.646
H  1.137  -0.862  -2.185
H  1.876  -3.912  0.626
H  0.748  -5.144  -0.182
H  0.327  -5.628  2.084
H  -1.004  -4.361  1.953
H  1.423  -3.116  2.637
H  -1.322  1.344  -0.607
H  -3.085  0.966  -0.927
H  -2.594  0.877  2.163
H  -1.698  2.302  1.434
H  -3.955  3.051  2.214
H  -3.920  3.182  0.375
H  -8.108  1.691  -0.553
H  -7.095  3.254  -0.169
H  -7.909  3.686  -2.323
H  -7.613  1.949  -3.036
H  -6.171  3.142  -2.614
H  -7.181  -0.591  0.385
H  -7.406  -0.728  2.202
H  -6.563  -2.869  0.137
H  -5.367  -2.834  1.535
H  -7.227  -3.045  1.841

Total energy = -4939.683670 a.u.
HOMO-LUMO gap = 7.455 eV
Net charge = -1
Spin multiplicity = 1
LUMO level = 2.231 eV